# 1
Here is a 28-piece molecular cluster, C17H79ClN3O30 overall in a non-equilibrium geometry from the OMol25 dataset. Energies are from the ωB97M-V functional and the def2-TZVPD basis.

Structure (XYZ):
```
130
Properties=species:S:1:pos:R:3:lowdin_charge:R:1
C 4.0645 1.0551 4.8548 -0.11
C 2.5478 1.0482 4.2923 -0.21
C 2.5828 0.7554 2.7137 -0.18
O 2.4662 -0.6520 2.3424 -0.11
C 1.1619 -1.1919 2.6059 -0.14
N 0.0561 -0.6328 1.7209 -0.05
C -0.6740 -1.6733 0.9268 -0.10
C -1.9269 -2.3525 1.6663 -0.55
Cl -1.5301 -3.8083 2.6951 0.63
N -2.7636 -1.3060 2.3850 -0.12
O -3.1346 -0.4670 1.3572 -0.06
C -4.4064 0.1436 1.5907 -0.31
O -5.2951 -0.3231 2.3452 0.09
C -4.6208 1.5588 0.8420 -0.07
C -5.5363 1.7285 -0.3952 0.01
C -5.5925 3.1627 -1.0313 -0.01
C -4.7412 4.3300 -0.4292 -0.04
C -3.8418 4.1512 0.8236 -0.06
C -3.7833 2.7430 1.4571 -0.03
C -1.8815 -0.6223 3.3758 -0.22
C -2.7002 0.2482 4.4790 -0.10
C -1.7148 0.8591 5.5919 -0.24
N -1.5385 0.1856 6.7072 0.10
C -0.8114 0.2654 2.5529 -0.07
H 4.7657 1.5323 4.0734 0.07
H 4.1350 1.5884 5.8661 0.07
H 4.3704 -0.0518 4.9401 0.07
H 2.1306 2.1231 4.4115 0.12
H 1.8526 0.3751 4.8973 0.10
H 1.7495 1.3909 2.2070 0.09
H 3.5760 1.1598 2.3110 0.14
H 0.9005 -1.1610 3.7254 0.15
H 1.2239 -2.3170 2.3436 0.15
H 0.5360 -0.0136 1.0252 0.17
H 0.0404 -2.4877 0.5229 0.12
H -1.0686 -1.1445 -0.0253 0.15
H -2.6225 -2.7336 0.8248 0.15
H -6.1080 0.8327 -0.8082 0.10
H -6.2352 3.3072 -1.9601 0.07
H -4.7740 5.3574 -0.9336 0.10
H -3.1996 4.9734 1.2725 0.09
H -3.1139 2.5584 2.3781 0.08
H -1.2430 -1.3511 4.0086 0.14
H -3.3083 1.0915 4.0069 0.10
H -3.4207 -0.4892 4.9942 0.14
H -1.2032 1.8718 5.3668 0.11
H -0.8850 0.7422 7.3036 0.04
H -1.2639 1.1532 2.0008 0.13
H -0.1170 0.7209 3.3598 0.13
O 1.6750 -3.4370 -0.4061 -0.07
H 1.9540 -4.3610 -0.3233 0.03
H 2.4663 -2.9824 -0.7319 0.03
O 4.3812 -3.2105 -1.8764 -0.06
H 5.1367 -2.7512 -1.4915 0.05
H 4.6709 -3.4219 -2.7770 0.01
O 1.7736 -6.2274 0.5977 -0.04
H 2.4011 -6.7065 1.1551 0.08
H 1.0100 -6.0861 1.1728 0.06
O -6.2137 3.5698 -4.1011 -0.09
H -6.6614 3.9787 -4.8557 0.03
H -5.5425 3.0079 -4.5067 0.03
O 0.6588 2.6830 0.6475 -0.05
H -0.2535 2.9999 0.5956 0.05
H 0.9604 2.6912 -0.2718 0.06
O 1.0110 -2.3264 -3.0160 -0.05
H 1.0154 -2.4416 -2.0549 -0.01
H 1.8864 -2.6289 -3.2899 0.04
O 5.4678 3.7121 3.6943 -0.06
H 5.1724 4.4831 3.1942 0.04
H 5.9091 4.0895 4.4659 0.05
O 5.7695 -2.5795 -4.2536 -0.08
H 6.3750 -3.1941 -4.6909 0.01
H 6.1596 -1.7113 -4.4186 0.01
O -4.0378 3.0676 6.6610 -0.06
H -4.1671 3.1281 7.6156 0.04
H -3.8286 2.1362 6.5124 0.01
O 8.4344 -2.9800 -4.4447 -0.05
H 8.7161 -2.9161 -3.5243 0.05
H 9.2558 -2.9010 -4.9458 0.04
O 1.9611 -8.0281 -1.5588 -0.07
H 1.2949 -8.2018 -2.2348 0.03
H 1.5440 -7.3742 -0.9784 -0.01
O 10.5534 -5.1296 -5.2719 -0.06
H 10.0944 -5.8721 -5.6848 0.03
H 11.1054 -4.7741 -5.9794 0.04
O 6.0287 -1.1088 6.0537 -0.06
H 5.8894 -1.0506 7.0086 0.04
H 6.2366 -2.0398 5.9043 0.04
O -6.2602 1.5292 -5.5588 -0.06
H -6.8866 1.4410 -4.8294 0.06
H -6.6068 0.9321 -6.2367 0.02
O -9.1506 4.5811 -3.2637 -0.04
H -9.1484 4.4809 -2.3040 0.04
H -8.2770 4.2703 -3.5333 0.00
O -5.7733 2.3871 -8.6792 -0.05
H -5.7713 2.2829 -7.7188 0.00
H -4.9001 2.0771 -8.9504 0.05
O -0.0112 0.6309 -2.0137 -0.04
H -0.1439 0.6862 -1.0598 -0.01
H 0.2021 -0.3017 -2.1700 0.01
O 5.7130 -5.4422 -5.4575 -0.05
H 5.0882 -5.5362 -4.7279 0.06
H 5.3690 -6.0357 -6.1376 0.05
O 6.1724 0.5468 -4.3818 -0.05
H 6.6199 1.2902 -3.9595 0.04
H 5.2628 0.8514 -4.4894 0.05
O 0.0461 2.7190 7.2301 -0.07
H -0.2582 3.4875 6.7310 0.05
H 0.4933 3.1005 7.9961 0.06
O 5.8700 1.5390 8.2281 -0.06
H 4.9603 1.8559 8.1741 0.03
H 6.1761 1.5484 7.3103 0.01
O 8.9435 1.5168 6.8118 -0.06
H 8.8053 1.5743 7.7660 0.04
H 9.1509 0.5862 6.6616 0.04
O -8.7618 0.6590 -0.4829 -0.06
H -8.1410 0.1825 0.0823 0.02
H -9.5243 0.8143 0.0881 0.04
O 7.7971 -5.5524 -7.4797 -0.06
H 7.1672 -5.6468 -6.7503 -0.01
H 7.4584 -6.1454 -8.1618 0.04
O -5.8274 5.0210 -6.6768 -0.05
H -5.0685 5.4816 -6.2977 0.05
H -5.5419 4.7978 -7.5730 0.04
O -7.0630 -1.0760 -7.0761 -0.05
H -7.5229 -1.8184 -7.4868 0.05
H -6.5092 -0.7243 -7.7854 0.04
O -11.2208 4.3059 -5.7569 -0.07
H -11.5220 5.0708 -6.2618 0.03
H -10.7729 4.6920 -4.9912 0.00
```

Properties
Net charge   +1
ΔE to the lowest compared entry with this formula, charge and spin   440.33 kJ/mol
LUMO level   -0.0828 hartree
E   -97314.8097 eV
HOMO energy   -11.1 eV
Multiplicity   1
Orbital gap   8.9 eV

# 2
Here is a single C6H7NO3 molecule in a non-equilibrium geometry from the OMol25 dataset. Energies are from the ωB97M-V functional and the def2-TZVPD basis.

Structure (XYZ):
```
17
Properties=species:S:1:pos:R:3:lowdin_charge:R:1
C -1.8691 -1.3852 -0.9646 0.03
C -1.9990 -0.3353 0.0823 -0.32
O -1.3480 -0.4887 1.3442 0.07
C -1.0472 0.6866 0.5947 -0.24
C 0.3606 0.9515 0.2330 -0.38
N 0.7094 1.6191 -0.7801 0.17
C -2.1815 1.6762 0.7691 -0.11
O -2.8247 1.8078 -0.4918 0.04
C -3.1352 0.6637 0.2915 -0.12
H -0.8223 -1.6846 -1.0984 0.10
H -2.4601 -2.2690 -0.6873 0.09
H -2.2521 -0.9955 -1.9167 0.10
H -2.3007 2.4669 1.5075 0.16
H -4.1711 0.4868 0.5772 0.16
O 1.3366 0.1618 0.8412 0.05
H 1.7451 1.4234 -0.9132 0.10
H 0.9156 -0.3382 1.5563 0.10
```

Properties
ΔE to the lowest compared entry with this formula, charge and spin   340.77 kJ/mol
LUMO level   0.0272 hartree
E   -13964.4297 eV
HOMO energy   -9.8 eV
Multiplicity   1
SMILES   [H]/N=C(\O)[C@]12O[C@@]1(C)[C@@H]1O[C@@H]12
Orbital gap   10.6 eV

# 3
Here is a 2-piece molecular cluster, C3H3ClIN overall in a non-equilibrium geometry from the OMol25 dataset. Energies are from the ωB97M-V functional and the def2-TZVPD basis.

Structure (XYZ):
```
9
Properties=species:S:1:pos:R:3:lowdin_charge:R:1
C -0.2344 1.4306 -0.4508 -0.41
C 0.7094 -0.7843 0.2298 -0.67
C -0.4358 0.0511 -0.3192 -0.86
N 0.0241 2.5137 -0.5854 0.20
Cl -1.0774 -0.6269 -1.8603 0.61
I 0.7348 -0.6632 2.3938 0.75
H 0.4678 -1.8574 0.1766 0.02
H 1.5719 -0.2477 -0.3320 0.11
H -1.7604 0.1841 0.7475 0.24
```

Properties
ΔE to the lowest compared entry with this formula, charge and spin   265.30 kJ/mol
LUMO level   -0.0279 hartree
E   -25269.3626 eV
HOMO energy   -10.1 eV
Multiplicity   1
Orbital gap   9.3 eV

# 4
Here is C15H12BrO8Pd as an isolated structure in a non-equilibrium geometry from the OMol25 dataset. Energies are from the ωB97M-V functional and the def2-TZVPD basis.

Structure (XYZ):
```
37
Properties=species:S:1:pos:R:3:lowdin_charge:R:1
Pd 0.5452 0.1127 0.7835 1.23
O 1.9513 4.0709 0.6411 0.03
C 1.6536 2.9163 0.3437 -0.60
O 0.9128 2.1558 1.0610 -0.09
C 2.3053 2.3617 -0.9454 -0.11
C 3.5803 1.6534 -0.4729 -0.25
C 4.3916 1.0581 -1.6425 -0.09
C 3.6132 -0.2510 -1.9427 -0.11
C 2.3814 -0.0277 -1.0626 -0.30
O 3.0191 0.4782 0.1389 -0.11
C 1.6282 1.1868 -1.7000 -0.12
C 0.0954 1.2636 -1.8142 -0.59
O -0.3728 1.7688 -2.8262 0.04
O -0.6010 0.8134 -0.8311 -0.08
H 2.4972 3.2094 -1.5995 0.16
H 4.1570 2.2106 0.2616 0.16
H 5.4157 0.8527 -1.3320 0.11
H 4.4243 1.7389 -2.4944 0.12
H 4.1654 -1.1253 -1.5975 0.11
H 3.3630 -0.3795 -2.9961 0.11
H 1.8398 -0.9460 -0.8174 0.13
H 1.9781 1.2351 -2.7315 0.14
Br -5.3598 -4.6604 0.2333 0.71
C -4.7838 -3.0519 1.0634 -0.68
C -5.6856 -2.3271 1.8274 -0.14
C -5.2666 -1.1504 2.4330 -0.07
C -3.9611 -0.7080 2.2774 -0.01
C -3.0717 -1.4501 1.5099 -0.12
C -3.4787 -2.6286 0.8927 -0.06
C -1.6623 -0.9890 1.3293 -0.60
O -1.2879 0.0711 1.9302 -0.05
O -0.8649 -1.6206 0.6116 -0.04
H -6.7023 -2.6774 1.9430 0.09
H -5.9674 -0.5762 3.0253 0.10
H -3.6178 0.2096 2.7350 0.12
H -2.7717 -3.1852 0.2933 0.12
O 1.5374 -1.6127 1.4717 -0.25
```

Properties
Net charge   -1
ΔE to the lowest compared entry with this formula, charge and spin   96.68 kJ/mol
LUMO level (spin up / spin down)   0.0882 / 0.0297 hartree
E   -105649.9584 eV
HOMO energy (spin up / spin down)   -6.0 / -6.1 eV
Multiplicity   5
Orbital gap (spin up / spin down)   8.4 / 6.9 eV

# 5
Here is a 2-piece molecular cluster, C4H8O3 overall from the OMol25 dataset. Energies are from the ωB97M-V functional and the def2-TZVPD basis.

Structure (XYZ):
```
15
Properties=species:S:1:pos:R:3:lowdin_charge:R:1
C -1.9180 -1.5854 -0.4341 -0.14
O -0.5622 -1.7209 -0.0246 -0.13
C -0.2064 0.8565 0.9614 -0.13
O -1.2088 0.7310 1.5580 0.15
C 1.0047 1.1176 0.5106 -0.38
C 1.7029 0.4789 -0.6288 -0.04
O 1.5177 2.2673 1.1207 0.02
H -2.3276 -0.6756 -0.0059 0.06
H -2.5809 -2.4379 -0.1907 0.09
H -1.9430 -1.4796 -1.5154 0.08
H -0.5115 -1.5095 0.9096 0.07
H 1.1929 -0.4455 -0.9094 0.07
H 2.7355 0.2516 -0.3513 0.09
H 1.6769 1.1723 -1.4769 0.08
H 1.4277 2.9794 0.4768 0.10
```

Properties
ΔE to the lowest compared entry with this formula, charge and spin   292.82 kJ/mol
LUMO level   0.0253 hartree
E   -10417.9687 eV
HOMO energy   -8.5 eV
Multiplicity   1
SMILES   CC(O)=C=O.CO
Orbital gap   9.2 eV

# 6
Here is a 2-piece molecular cluster, C3H10N3O2 overall in a non-equilibrium geometry from the OMol25 dataset. Energies are from the ωB97M-V functional and the def2-TZVPD basis.

Structure (XYZ):
```
18
Properties=species:S:1:pos:R:3:lowdin_charge:R:1
O -0.7067 -0.5229 1.1241 0.05
O -1.8404 -1.3460 2.8914 0.10
C -0.7001 -1.0091 2.2330 -0.55
C 0.5125 -1.3201 3.0583 0.02
H -2.5827 -1.1056 2.2724 0.15
H 1.4284 -1.0412 2.5106 0.09
H 0.5546 -2.3980 3.2882 0.10
H 0.4855 -0.7587 4.0074 0.10
C 0.2849 0.9502 -2.1386 -0.48
N 0.0794 1.7408 -1.0857 0.21
N 0.1681 -0.3713 -2.0124 0.21
N 0.6071 1.4810 -3.3177 0.19
H 0.1690 2.7553 -1.1825 0.14
H -0.1680 1.3333 -0.1805 0.11
H -0.0792 -0.7789 -1.1072 0.11
H 0.3259 -0.9783 -2.8206 0.14
H 0.7649 0.8741 -4.1259 0.14
H 0.6968 2.4955 -3.4145 0.14
```

Properties
Net charge   +1
ΔE to the lowest compared entry with this formula, charge and spin   0.00 kJ/mol
LUMO level   -0.1087 hartree
E   -11834.2353 eV
HOMO energy   -14.2 eV
Multiplicity   1
Orbital gap   11.3 eV